No. 1
Here is an isolated ion of composition C7H10F3N2 and charge +1 in a non-equilibrium geometry from the OMol25 dataset. Energies are from wB97M-V/def2-TZVPD.

Computed properties:
Kohn-Sham gap (eV): 7.120
Charge: +1
Calculated total energy (a.u.): -681.3589
HOMO energy (eV): -13.21
ΔE to the lowest compared entry with this formula, charge and spin (kcal/mol): 78.3
Strongest force on any atom (eV/A): 6.21

Each line ends with the natural charge from an NBO analysis.
Element x y z (Å)
1 H 2.21149 0.30480 -1.15401  0.2324
2 F -0.85787 -2.67213 2.88044  -0.2504
3 H 1.86529 -1.29027 -0.25468  0.2514
4 C -1.37255 1.26894 0.66290  -0.0492
5 C 1.42131 -0.32019 -0.84183  -0.2809
6 C -0.80402 -0.70574 1.90252  0.3215
7 F 0.45845 -2.60498 1.28451  -0.2978
8 H 0.25428 -1.95065 -1.76361  0.2291
9 C -0.12121 2.09324 -1.14696  -0.4807
10 H 1.39001 -1.18999 -2.74459  0.2347
11 C -0.02425 -1.89698 2.33170  0.9037
12 N 0.54792 0.26257 0.08392  -0.1466
13 H -0.41286 3.11031 -0.82312  0.2578
14 H -0.05129 -0.27058 -2.25020  0.1847
15 H -1.96123 2.16574 0.61188  0.2450
16 C 0.74040 -0.99565 -1.99980  -0.5970
17 C -1.65666 0.24308 1.63379  -0.3002
18 N -0.30244 1.18540 -0.11814  -0.0318
19 H -0.67442 1.98121 -2.03086  0.2587
20 H -2.58330 0.55557 2.11287  0.3262
21 H 0.97348 2.29749 -1.54244  0.2625
22 F 0.95949 -1.57119 3.16569  -0.2730

No. 2
Here is a 4-piece molecular cluster, C26H62FN3O14P3 overall in a non-equilibrium geometry from the OMol25 dataset. Energies are from wB97M-V/def2-TZVPD.

Computed properties:
Kohn-Sham gap (eV): 7.365
Charge: +1
Calculated total energy (a.u.): -3369.4405
HOMO energy (eV): -11.57
Strongest force on any atom (eV/A): 4.37

Each line ends with the Mulliken charge.
Element x y z (Å)
1 H -3.75109 -4.22650 5.58190  0.3606
2 H 7.85857 1.12714 3.39853  0.2698
3 H 3.29710 4.60856 -1.94870  0.3098
4 O 6.91823 -1.31373 1.39889  -0.3773
5 C 1.28434 5.20108 -1.44132  -1.0886
6 H 2.62372 -1.07235 3.28177  0.3319
7 C 3.57317 0.94181 -3.65692  -0.3761
8 C 11.22539 -2.30235 0.15585  -0.9205
9 H 3.41390 1.40819 -4.63182  0.3371
10 H -7.54663 1.19381 -0.95414  0.4954
11 H 10.51784 0.64314 1.95663  0.2770
12 H 5.76372 -1.73333 -0.95216  0.3667
13 P 1.59281 2.36805 -2.74444  0.6138
14 H 5.90830 0.33072 0.63025  0.3089
15 H 9.15282 2.33198 3.23725  0.4090
16 H -0.63077 0.64146 -4.27434  0.3654
17 C 2.50913 4.33104 -1.24542  -0.2461
18 H -9.23686 -2.04470 -0.31555  0.3074
19 O -9.51532 0.77636 -0.70573  -0.4475
20 H -2.62829 -3.33512 6.61700  0.2839
21 O 8.10477 0.06419 -0.28834  -0.7284
22 C -2.97404 -2.41737 4.70285  -0.2316
23 N -7.33202 1.29317 -3.72622  -0.3693
24 H -10.34535 -2.02854 -1.71578  0.3072
25 H 0.47386 4.87541 -0.78891  0.2332
26 H -0.40397 1.19052 1.93021  0.3196
27 C 9.93911 -2.45031 -0.63542  -0.3077
28 H -8.48311 -2.12762 -3.27263  0.3367
29 H -3.35873 -2.69146 3.72005  0.2726
30 C 4.72717 1.60687 -2.93090  -0.9264
31 O -4.39816 1.48456 -1.47331  -0.4483
32 H 1.78117 -1.60646 1.83022  0.0792
33 O -1.28001 -3.08170 2.57132  -0.7575
34 C -1.03649 2.08774 -2.71632  -0.2633
35 H 2.34496 -3.44724 4.21333  0.3483
36 C -5.20700 -0.72720 -1.74587  -0.8138
37 H 0.92173 5.14673 -2.47111  0.3071
38 H 8.29261 1.75295 1.80997  0.3028
39 O -1.73891 -1.71337 4.58409  -0.3771
40 C -9.10824 2.80809 0.62989  -1.1376
41 H -5.77479 -1.39985 -1.11358  0.1640
42 H 4.59263 2.69121 -2.88884  0.2073
43 H 10.16603 0.10768 3.59389  0.3501
44 H -4.29063 -1.26532 -1.99945  0.5117
45 H -2.78674 0.36317 2.25712  0.3195
46 H 1.33021 -3.80715 2.82405  0.2863
47 H 11.21160 -2.94520 1.03505  0.2624
48 C -2.13910 -0.00394 1.46062  -0.7142
49 C 8.69520 1.45459 2.78153  -1.1060
50 O 2.20697 2.91973 -1.39007  -0.0778
51 H -5.26002 0.32823 -3.46705  0.3357
52 O 0.56927 -2.46085 4.21216  -0.3434
53 H -8.08474 1.24903 -4.39454  0.2521
54 O -0.39091 -0.46053 3.11845  -0.3131
55 O 1.22996 2.96626 -4.02772  -0.8143
56 H 1.51903 6.24249 -1.22507  0.4106
57 H -1.64600 0.03669 -2.97459  0.1554
58 H 3.32712 -2.33754 2.25476  0.3103
59 H -2.00629 -4.26475 5.26262  0.2902
60 H -2.34816 0.55072 0.54499  -0.0152
61 O 0.20666 1.85355 -2.06690  -0.1920
62 C 9.71426 0.34289 2.63341  -0.1951
63 P 8.34971 -0.91842 0.76775  0.9664
64 C -9.35978 -2.31905 -1.36047  -1.2420
65 C -4.80143 0.50397 -0.99509  0.8598
66 C 2.39888 -1.94387 2.66745  -0.6002
67 H -9.31013 -3.40775 -1.39906  0.4505
68 O 8.77198 -2.34498 0.19086  -0.3476
69 H 9.89346 -3.43579 -1.09474  0.3153
70 H 5.66603 1.41052 -3.44666  0.4401
71 O 2.34706 0.97584 -2.90192  -0.2614
72 H -8.97936 3.16401 -0.39180  0.2702
73 H -1.77935 2.22815 -1.92782  0.2264
74 H 2.90905 4.45232 -0.24185  0.3433
75 H -10.69523 1.31809 0.85234  0.4206
76 C -1.43402 0.91468 -3.59178  -0.9233
77 N -5.86479 -0.35857 -3.01182  0.0161
78 F -4.94906 0.38940 0.30823  -0.2602
79 H -9.75635 3.47488 1.19095  0.3474
80 H 12.08452 -2.56152 -0.46223  0.4111
81 H 5.04785 -0.63554 1.80996  0.1914
82 O 9.11528 -0.88723 2.15858  -0.2971
83 H -8.11245 2.81785 1.07424  0.3207
84 C -0.68039 0.14275 1.84168  -0.2666
85 C -2.83391 -3.63617 5.58964  -1.0926
86 H 3.78842 -0.11090 -3.82756  0.3398
87 H -0.04488 -0.29939 1.07029  0.2537
88 N -8.16478 -0.31485 -2.27160  0.2835
89 H -7.85095 -0.35683 -0.17749  0.4923
90 H 9.89028 -1.70984 -1.43774  0.2768
91 C 5.06486 -1.50810 -0.14679  -1.0957
92 H -3.68352 -1.71497 5.14440  0.3473
93 C -8.25267 -1.80280 -2.25800  -0.1286
94 P -0.70871 -2.00395 3.38004  1.0373
95 C -8.23159 0.32748 -0.94593  -1.0210
96 C 1.67847 -3.00355 3.47721  -0.5912
97 H 4.20735 -0.97557 -0.56455  0.2614
98 H -7.32196 -2.29984 -1.98620  0.2682
99 H 11.36185 -1.27375 0.49923  0.1891
100 H -1.00256 3.01178 -3.29190  0.3897
101 H 4.80556 1.24476 -1.90723  0.1979
102 C -7.09746 0.19699 -2.97642  0.0697
103 C -9.64178 1.37660 0.59700  -0.1733
104 C 5.71768 -0.69381 0.94989  -0.1152
105 H -9.07686 0.76080 1.30226  0.3097
106 H 4.71340 -2.46291 0.24757  0.3621
107 H -6.74954 2.11475 -3.66303  0.2353
108 H -2.32737 1.15418 -4.17466  0.2825
109 H -2.39178 -1.05519 1.28926  0.4298

No. 3
Here is C6H9N as an isolated structure from the OMol25 dataset. Energies are from wB97M-V/def2-TZVPD.

Computed properties:
Kohn-Sham gap (eV): 9.649
Calculated total energy (a.u.): -288.6573
HOMO energy (eV): -8.47
ΔE to the lowest compared entry with this formula, charge and spin (kcal/mol): 78.3
Strongest force on any atom (eV/A): 0.86

Each line ends with the natural charge from an NBO analysis.
Element x y z (Å)
1 C 0.86977 -1.13361 -0.24407  -0.4223
2 C 0.00380 1.16112 -0.47072  -0.0671
3 H 1.43728 -1.32795 0.68266  0.1986
4 N -0.95649 0.46956 0.37280  -0.4083
5 H -1.46490 -1.46229 -0.47359  0.2069
6 H 0.24223 0.00195 2.06566  0.1698
7 H -0.47811 0.34091 -2.62583  0.2320
8 H -0.91339 1.35439 2.26581  0.2021
9 C 1.14104 0.20047 -0.90721  -0.2592
10 H 0.12627 2.24039 -0.48430  0.2158
11 H -1.50863 -0.31441 2.20715  0.2002
12 C -0.65416 -0.73212 -0.41611  -0.0333
13 C -0.19151 0.20749 -1.59046  -0.2455
14 H 2.07423 0.61195 -1.27603  0.2226
15 C -0.75717 0.37496 1.80182  -0.4210
16 H 1.02975 -1.99282 -0.90758  0.2088

No. 4
Here is an isolated ion of composition CH7N4OS and charge +1 in a non-equilibrium geometry from the OMol25 dataset. Energies are from wB97M-V/def2-TZVPD.

Computed properties:
Kohn-Sham gap (eV): 10.017
Charge: +1
Calculated total energy (a.u.): -734.4141
HOMO energy (eV): -13.57
ΔE to the lowest compared entry with this formula, charge and spin (kcal/mol): 13.0
SMILES: N[N+](N)=C(O)NS
Strongest force on any atom (eV/A): 2.91

Each line ends with the natural charge from an NBO analysis.
Element x y z (Å)
1 S -3.09297 -0.18400 0.16424  0.3039
2 C -0.41250 0.28062 0.21751  0.7781
3 H -0.20483 2.30274 0.43580  0.5754
4 H 0.89186 -2.01005 0.81103  0.3852
5 N 1.73398 0.96830 0.02381  -0.6562
6 N 1.24823 -1.44364 0.08748  -0.6329
7 N -1.42725 -0.61785 0.15425  -0.7141
8 H 1.43536 1.41682 -0.84077  0.3666
9 H -1.27214 -1.56945 0.27688  0.4273
10 H 1.15798 -1.77058 -0.81721  0.3800
11 H -2.93346 0.49077 -0.88758  0.1059
12 O -0.69745 1.51982 0.08797  -0.6465
13 N 0.86417 -0.11269 0.28135  -0.0861
14 H 2.70902 0.72919 0.00523  0.4133